# 1
ORCA calculation (ωB97M-V/def2-TZVPD) on a 2-piece molecular cluster, C10H16 overall at a distorted geometry.

Calculated values
**Strongest force on any atom**: 0.0356 hartree/bohr
**SMILES**: CCc1ccccc1.CC
**Charge**: 0
**Spin multiplicity**: 1
**ΔE to the lowest compared entry with this formula, charge and spin**: 56.3 kJ/mol
**Gap between HOMO and LUMO**: 10.02 eV
**LUMO level**: 0.98 eV

Last column: Mulliken charge in e.
Geometry (Å):
C: 0.34532 0.21954 -3.21169  -1.3538
C: -0.05983 0.79675 -1.86645  -0.2907
C: 0.95383 0.47600 -0.77220  0.8210
C: 1.70438 -0.69591 -0.74570  -0.3575
C: 2.61154 -0.89874 0.30477  -0.5832
C: 2.70735 0.05329 1.30948  -0.3422
C: 1.95515 1.20660 1.30920  -0.6225
C: 1.11039 1.45419 0.21726  -0.4812
H: -0.31935 0.47989 -4.04417  0.3943
H: 0.34011 -0.87012 -3.21785  0.3109
H: 1.30471 0.59076 -3.58184  0.3464
H: -0.25649 1.87010 -1.86759  0.3493
H: -1.04889 0.39440 -1.62178  0.1483
H: 1.70459 -1.32783 -1.61829  0.2685
H: 3.32339 -1.70822 0.23287  0.3755
H: 3.45356 -0.01939 2.09429  0.3336
H: 2.05931 2.01434 2.02065  0.3917
H: 0.44454 2.30686 0.25491  0.2933
C: -2.81517 -1.21123 1.19141  -0.7766
C: -2.79325 -0.37410 2.50383  -0.8058
H: -3.16682 -0.64346 0.32929  0.2383
H: -1.82850 -1.62359 1.01597  0.2303
H: -3.58157 -1.97169 1.35787  0.3199
H: -2.03261 0.39210 2.35280  0.2133
H: -3.69323 0.15625 2.79576  0.3266
H: -2.42249 -1.06676 3.25720  0.2524

=====

# 2
ORCA calculation (ωB97M-V/def2-TZVPD) on a 6-piece molecular cluster, C7H24NO5 overall at a distorted geometry.

Calculated values
**Strongest force on any atom**: 0.2006 hartree/bohr
**Charge**: +2
**Spin multiplicity**: 2
**ΔE to the lowest compared entry with this formula, charge and spin**: 409.2 kJ/mol
**Gap between HOMO and LUMO (spin up / spin down)**: 9.71 / 5.05 eV
**LUMO level (spin up / spin down)**: -6.99 / -11.65 eV

Last column: Mulliken spin population.
Geometry (Å):
C: -2.15294 -0.58818 0.24887  0.0086
C: -1.04648 -0.51746 -0.76293  -0.0016
C: -1.06821 0.82931 -1.49257  0.1429
C: -2.25425 1.46156 -1.83091  0.3411
C: 2.00424 2.03470 -3.47627  0.0229
C: 0.88662 1.25101 -2.88354  0.2224
C: 0.20242 1.46456 -1.77933  0.1283
N: -1.39864 -0.00331 1.53464  0.0000
H: -2.45883 -1.50185 0.53311  0.0066
H: -3.08144 0.04962 0.05433  0.0053
H: -0.83461 -1.30966 -1.56308  0.0090
H: -0.16056 -0.79688 -0.04158  0.0132
H: -2.14142 2.46358 -2.27808  0.0031
H: -3.21390 1.08023 -1.67053  0.0200
H: 1.92578 3.11122 -3.77197  0.0311
H: 2.88495 2.39784 -2.88460  0.0310
H: 2.33563 1.41531 -4.32768  -0.0007
H: 0.72857 0.45050 -3.63266  -0.0006
H: 0.24352 2.19876 -0.97197  0.0082
H: -1.30700 0.98263 1.59237  -0.0001
H: -1.96646 -0.27634 2.40803  0.0002
H: -0.60044 -0.67724 1.45952  -0.0004
H: 1.04804 -2.23825 1.73901  -0.0002
H: 1.56127 -1.32034 0.59395  0.0014
O: 1.06456 -1.29641 1.48811  0.0020
H: 1.96290 -0.69932 -1.70353  0.0019
H: 3.13828 -0.95392 -0.69664  -0.0004
O: 2.34548 -1.02024 -0.98318  0.0042
H: -0.47999 2.90944 3.05624  0.0000
H: -0.82482 3.41815 1.58488  0.0001
O: -0.52057 2.72808 2.19323  0.0004
H: 2.87613 -0.98944 3.20959  0.0000
H: 3.37009 -2.21171 3.72654  0.0000
O: 2.80337 -1.84449 3.23668  0.0000
H: -2.11507 -4.43244 2.04576  0.0000
H: -1.48234 -3.81535 3.24467  0.0000
O: -2.27388 -3.75369 2.80152  0.0001

=====

# 3
ORCA calculation (ωB97M-V/def2-TZVPD) on a 2-piece molecular cluster, C6H16N overall.

Calculated values
**Strongest force on any atom**: 0.0102 hartree/bohr
**Charge**: +1
**Spin multiplicity**: 1
**ΔE to the lowest compared entry with this formula, charge and spin**: 56.3 kJ/mol
**Gap between HOMO and LUMO**: 10.15 eV
**LUMO level**: -3.23 eV

Last column: Mulliken charge in e.
Geometry (Å):
C: 0.16133 -2.37658 1.27061  -1.1174
C: -0.65033 -1.92201 0.07915  -0.3231
N: -1.43752 -0.68339 0.42640  -0.2052
H: 0.66934 -3.30630 1.00153  0.3301
H: 0.93648 -1.66462 1.53925  0.3090
H: -0.44894 -2.57355 2.15167  0.3957
H: -0.01481 -1.63675 -0.75425  0.2899
H: -1.36956 -2.67159 -0.24054  0.4036
H: -1.99314 -0.81989 1.27175  0.3585
H: -2.06895 -0.40757 -0.32914  0.4192
H: -0.79151 0.13075 0.47104  0.0455
C: 0.09970 1.60412 -1.01251  -0.2672
C: 1.04418 1.30282 -0.12587  0.1050
C: 2.29739 0.55865 -0.44164  -1.2074
C: -1.11772 2.43131 -0.69692  -1.1567
H: 0.16858 1.23162 -2.03078  0.3047
H: 0.95427 1.73976 0.86879  0.3652
H: 3.16269 1.19506 -0.24678  0.3865
H: 2.41937 -0.33545 0.16665  0.2220
H: 2.31047 0.25523 -1.48505  0.3274
H: -1.26103 2.52050 0.37783  0.3185
H: -2.02818 2.00397 -1.13020  0.3359
H: -1.04211 3.42391 -1.13101  0.3603

=====

# 4
ORCA calculation (ωB97M-V/def2-TZVPD) on C27H22CuN2O3PS2 as an isolated structure at a distorted geometry.

Calculated values
**Strongest force on any atom**: 0.0302 hartree/bohr
**Charge**: -1
**Spin multiplicity**: 2
**ΔE to the lowest compared entry with this formula, charge and spin**: 71.4 kJ/mol
**Gap between HOMO and LUMO (spin up / spin down)**: 7.43 / 6.68 eV
**LUMO level (spin up / spin down)**: 2.53 / 1.79 eV

Last column: Mulliken spin population.
Geometry (Å):
Cu: -0.24842 -2.00277 -1.33398  0.6477
C: -4.28732 -3.34107 -2.65198  0.0026
O: -4.84352 -2.37767 -1.78448  -0.0003
C: -4.26312 -2.27097 -0.53888  0.0112
C: -5.13722 -2.21827 0.52602  -0.0043
C: -4.67652 -2.06757 1.83002  0.0017
C: -3.32542 -2.05877 2.05752  -0.0007
C: -2.39802 -2.15497 1.00722  -0.0103
C: -1.01762 -2.27097 1.37092  0.0024
N: -0.09812 -2.56677 0.52942  0.1285
N: 1.18348 -2.80517 0.83562  0.0134
C: 1.96088 -2.78107 -0.22268  0.0007
O: 1.55918 -2.52167 -1.41428  0.0734
C: 3.39198 -3.06717 0.00912  0.0030
C: 4.20958 -3.44607 -1.05238  0.0029
C: 5.55668 -3.67957 -0.84468  -0.0005
C: 6.09878 -3.52897 0.42172  0.0001
C: 5.29128 -3.15047 1.48312  -0.0002
C: 3.94208 -2.92747 1.28182  0.0014
C: -2.84812 -2.17397 -0.34918  0.0105
O: -2.07792 -2.09897 -1.39258  0.0875
H: -4.80722 -3.21917 -3.60068  0.0002
H: -3.21712 -3.19037 -2.79018  0.0005
H: -4.46462 -4.35277 -2.26488  -0.0002
H: -6.19432 -2.28657 0.31572  -0.0004
H: -5.37342 -2.01627 2.65332  -0.0002
H: -2.94302 -1.98897 3.06702  -0.0015
H: -0.76492 -2.13387 2.42232  0.0098
H: 3.77238 -3.54927 -2.03418  0.0007
H: 6.19158 -3.97317 -1.67048  0.0000
H: 7.15308 -3.70417 0.58562  0.0001
H: 5.71898 -3.02287 2.46942  -0.0001
H: 3.29808 -2.62867 2.09342  -0.0025
S: -0.78172 2.38543 -3.05708  0.0008
P: -0.18032 2.20483 -1.19988  0.0045
S: 0.18558 0.39993 -0.39478  0.0186
C: -1.32402 3.08833 -0.06338  0.0003
C: -1.39362 4.47183 -0.15658  0.0001
C: -2.22952 5.18033 0.68522  -0.0002
C: -3.00422 4.50533 1.61722  0.0004
C: -2.95442 3.12263 1.69012  -0.0001
C: -2.11752 2.41163 0.84762  0.0008
C: 1.35078 3.16973 -0.87368  -0.0028
C: 1.93128 3.94603 -1.86188  0.0005
C: 3.10208 4.63643 -1.59908  0.0002
C: 3.69478 4.54243 -0.35078  -0.0001
C: 3.11158 3.76593 0.63872  0.0006
C: 1.94088 3.08083 0.38042  0.0010
H: -0.79142 4.97773 -0.89968  0.0000
H: -2.27742 6.25893 0.61602  0.0000
H: -3.65732 5.05923 2.27832  0.0000
H: -3.56872 2.59293 2.40572  0.0000
H: -2.06492 1.33193 0.89362  -0.0016
H: 1.45288 3.99453 -2.83158  0.0001
H: 3.55528 5.24183 -2.37278  0.0000
H: 4.62098 5.06393 -0.15088  0.0000
H: 3.57558 3.68903 1.61302  0.0000
H: 1.48148 2.45463 1.13242  -0.0001